# 1
# C14H13Cl4O6

A cluster of 2 separate species, C14H13Cl4O6 in total (the ωB97M-V functional and the def2-TZVPD basis, OMol25).

XYZ file:
```
37
Properties=species:S:1:pos:R:3:forces:R:3
Cl 2.897036 1.446570 2.255558 -0.675 0.066 0.063
C 1.423561 2.330767 2.319569 1.987 1.515 -0.169
C 1.428380 3.688734 2.328405 1.382 -1.650 0.068
Cl 2.911583 4.558010 2.348603 -0.402 0.078 -0.042
C 0.197106 4.444718 2.337744 0.119 2.249 0.020
O 0.200612 5.665167 2.349614 -0.040 -0.620 0.010
C -1.039280 3.696638 2.326464 -1.499 -1.700 0.028
Cl -2.517865 4.575995 2.327005 0.415 0.072 -0.018
C -1.043272 2.338864 2.323678 -1.788 1.652 -0.124
Cl -2.525734 1.468219 2.282016 0.551 -0.019 0.040
C 0.188060 1.583638 2.346805 0.040 -2.807 -0.043
O 0.186077 0.363689 2.395698 -0.058 1.046 0.023
C -4.203836 -0.611889 -2.478643 0.326 0.400 -0.239
C -2.973979 -1.399245 -2.092790 -0.515 -0.763 0.372
O -1.789128 -0.675273 -2.298888 -0.140 0.473 -0.149
C -0.748650 -1.344195 -1.699248 2.705 -0.455 1.067
C 0.502337 -0.642031 -1.662379 -0.816 -1.260 0.282
C 0.573487 0.677056 -2.310504 0.318 0.473 -0.302
C 1.626721 -1.098613 -0.893886 -1.589 0.961 -1.273
O 2.613540 -0.374500 -0.765138 0.873 -0.253 0.587
O 1.540079 -2.337433 -0.315569 -0.004 0.016 -0.216
C 2.614020 -2.562652 0.555468 0.806 0.327 0.366
C 2.618792 -3.985987 1.079500 -0.453 -0.026 -0.268
O -0.905613 -2.453128 -1.194288 -0.976 -0.154 -0.323
H -5.117979 -1.178699 -2.311949 0.033 -0.177 0.054
H -4.268929 0.308206 -1.899532 0.005 0.077 0.091
H -4.167044 -0.325946 -3.528431 -0.037 0.014 -0.149
H -2.989104 -1.668239 -1.025538 -0.349 -0.123 -0.344
H -2.875776 -2.336041 -2.659819 -0.400 0.071 0.180
H 1.606242 1.014294 -2.378797 0.004 0.054 0.027
H 0.155012 0.634421 -3.316936 -0.098 0.192 -0.081
H 0.006291 1.410096 -1.737372 -0.133 0.507 -0.040
H 3.532911 -2.319217 0.004443 0.056 -0.183 0.402
H 2.515548 -1.825697 1.365274 0.293 -0.238 0.130
H 3.404879 -4.152677 1.818184 0.049 0.182 -0.037
H 1.658544 -4.219454 1.544099 0.013 -0.002 0.015
H 2.765388 -4.694168 0.261585 -0.001 0.002 -0.009
```
Positions in Å, forces in eV/Å.

HOMO, eV: -2.947
Total charge: -1
Maximum force, Eh/bohr: 0.05723
2S+1: 1
Relative energy (zero: lowest compared OMol25 entry of this formula, charge and spin), kcal/mol: 0.00
Kohn-Sham gap, hartree: 0.1020
Calculated total energy, eV: -77103.6321

# 2
# C6H8N4

An isolated molecule of C6H8N4 (the ωB97M-V functional and the def2-TZVPD basis, OMol25).

XYZ file:
```
18
Properties=species:S:1:pos:R:3:forces:R:3
C 1.717624 0.366838 1.668348 0.239 -0.276 -0.514
C 0.360888 0.246586 2.115983 -0.365 0.025 -0.210
C -2.401454 -1.496245 -0.432047 0.121 -0.052 -0.100
C -1.112705 -1.304460 -0.687568 -0.944 -0.309 -0.186
C 0.612496 1.360453 -1.034723 0.134 0.382 0.270
C 1.086324 0.036989 -0.525770 -2.070 -0.943 0.837
N 2.089916 0.131383 0.465875 0.476 0.187 0.279
N -0.524753 -0.335112 1.364787 -0.675 0.097 0.698
N 0.491462 1.556084 -2.266298 0.081 -0.160 -0.671
N -0.275027 -0.564956 0.116432 3.254 0.869 -0.824
H 2.502273 0.485865 2.404101 0.086 0.104 0.163
H 0.080040 0.436116 3.138171 -0.031 -0.061 0.117
H -3.023629 -2.069656 -1.093337 0.010 -0.162 -0.172
H -2.854876 -1.077795 0.446350 -0.095 0.099 0.232
H -0.628755 -1.693254 -1.570397 0.039 0.023 -0.110
H 0.358908 2.069355 -0.236199 -0.022 0.102 -0.140
H 1.400000 -0.614267 -1.342071 -0.206 0.030 0.016
H 0.121269 2.466077 -2.531636 -0.034 0.047 0.315
```
Positions in Å, forces in eV/Å.

HOMO (alpha / beta), eV: -8.104 / -8.105
Total charge: 0
Maximum force, Eh/bohr: 0.06742
2S+1: 1
Relative energy (zero: lowest compared OMol25 entry of this formula, charge and spin), kcal/mol: 71.33
Kohn-Sham gap (alpha / beta), hartree: 0.2946 / 0.2947
Structure (SMILES): [H]/N=C/[C@H]1N=CC=NN1C=C
Calculated total energy, eV: -12309.0161

# 3
# C4H4N2O

An isolated molecule of C4H4N2O (the ωB97M-V functional and the def2-TZVPD basis, OMol25).

XYZ file:
```
11
Properties=species:S:1:pos:R:3:forces:R:3
N -2.414297 1.969731 0.471922 1.115 0.439 -0.080
C -1.327663 1.719728 0.163359 -1.115 0.468 0.411
C -0.253458 0.901809 -0.389332 -0.428 -0.240 -0.156
O 0.787797 0.588753 0.511339 -0.170 -0.001 -0.014
C 1.284982 -0.700438 0.217423 0.098 -0.180 0.052
C 0.163146 -1.662286 0.243586 -0.788 -0.670 0.051
N -0.826601 -2.259015 0.237055 1.027 0.298 0.046
H 0.155546 1.225640 -1.357210 -0.354 0.141 0.263
H -0.944760 0.051772 -0.502517 0.831 -0.408 -0.671
H 1.770614 -0.740829 -0.769175 -0.122 0.007 0.130
H 2.023935 -0.970211 0.973099 -0.095 0.145 -0.030
```
Positions in Å, forces in eV/Å.

HOMO, eV: -11.503
Total charge: 0
Maximum force, Eh/bohr: 0.02484
2S+1: 1
Relative energy (zero: lowest compared OMol25 entry of this formula, charge and spin), kcal/mol: 51.25
Kohn-Sham gap, hartree: 0.4390
Structure (SMILES): N#CCOCC#N
Calculated total energy, eV: -9238.2653

# 4
# C14H9N3NiO5S

A structure of composition C14H9N3NiO5S (the ωB97M-V functional and the def2-TZVPD basis, OMol25).

XYZ file:
```
33
Properties=species:S:1:pos:R:3:forces:R:3
Ni -2.179433 -0.983100 0.000993 0.174 0.360 0.005
C 3.016552 2.620614 -0.000838 -0.029 -0.059 0.000
N 2.739754 1.187534 -0.000444 0.193 0.065 0.000
C 3.726294 0.234731 0.000962 -0.016 0.005 -0.002
C 3.122697 -0.951715 0.001057 -0.054 -0.017 0.001
N 1.731916 -0.753012 -0.000172 -0.174 -0.232 0.000
C 1.509756 0.610138 -0.001044 0.016 0.136 0.000
S 0.314959 1.877692 -0.002329 0.212 0.116 0.000
C 0.876315 -1.945242 -0.000807 0.249 0.292 0.003
C 1.515492 -3.192118 -0.001353 -0.039 -0.057 0.000
C 0.760682 -4.344302 -0.001512 0.100 0.036 0.000
C -0.620800 -4.250945 -0.001273 -0.106 0.047 0.002
C -1.169721 -2.991582 -0.001115 0.247 -0.185 -0.001
N -0.434060 -1.848359 -0.000807 -0.481 -0.084 -0.005
H 4.096599 2.741360 -0.000268 0.003 0.008 0.000
H 2.592597 3.090065 0.885324 -0.012 -0.003 0.003
H 2.593664 3.089425 -0.887837 -0.012 -0.003 -0.003
H 4.771131 0.485602 0.001792 -0.008 0.024 0.000
H 3.582142 -1.913855 0.002224 0.024 0.039 0.001
H 2.582552 -3.300901 -0.001854 -0.028 -0.060 -0.001
H 1.257113 -5.305352 -0.001928 0.002 0.008 0.000
H -1.256497 -5.124297 -0.001392 -0.008 0.012 0.000
H -2.261203 -2.852461 -0.001106 -0.016 -0.182 -0.002
O -4.216596 4.712506 0.001151 0.032 0.008 0.000
C -3.771888 3.601874 0.001290 -0.081 -0.110 0.000
C -4.580322 2.292142 0.002625 0.047 -0.011 0.000
O -5.773973 2.191418 0.003779 0.007 0.001 0.000
C -3.562320 1.176254 0.002091 -0.262 0.233 0.000
C -2.302851 1.777132 0.000938 0.097 0.111 0.000
O -1.177878 0.963972 0.000381 -0.310 -0.496 -0.001
C -2.303365 3.197649 0.000154 -0.104 -0.001 0.000
O -1.339917 3.954895 -0.001304 0.063 0.001 0.000
O -3.839376 -0.047747 0.002610 0.274 0.002 -0.001
```
Positions in Å, forces in eV/Å.

HOMO (alpha / beta), eV: -5.644 / -5.605
Total charge: 0
Maximum force, Eh/bohr: 0.01138
2S+1: 1
Kohn-Sham gap (alpha / beta), hartree: 0.1870 / 0.1856
Calculated total energy, eV: -81243.6766